{
  "formula": "C3H8INO",
  "method": "ωB97M-V/def2-TZVPD",
  "elements": ["C", "C", "C", "N", "O", "I", "H", "H", "H", "H", "H", "H", "H", "H"],
  "positions_angstrom": [[0.0743, 0.7597, -1.2526], [0.0696, 0.7331, 1.2400], [0.5770, 0.0997, -0.0165], [-1.0284, -1.6975, -0.0122], [0.3879, -1.3492, -0.0402], [2.7480, 0.0404, -0.0268], [0.4766, 0.5465, -2.1808], [0.1433, 1.8264, -1.2614], [-0.9225, 0.5471, -1.3902], [0.4247, 0.1178, 2.0276], [0.3656, 1.7631, 1.4697], [-0.9533, 1.0909, 1.2800], [-1.0410, -2.3204, -0.7128], [-1.3219, -2.1575, 0.8762]],
  "max_force_ev_per_a": 4.2,
  "de_lowest_kcal_mol": 56.5,
  "total_charge": 0,
  "spin_multiplicity": 1
}

=====

{
  "formula": "CH2F2N2O",
  "method": "ωB97M-V/def2-TZVPD",
  "elements": ["C", "N", "N", "O", "F", "F", "H", "H"],
  "positions_angstrom": [[-0.4806, 0.7977, 0.5764], [3.1016, -0.5481, 1.0359], [0.6428, 0.4151, 0.5756], [-1.6039, 1.1372, 0.4972], [2.7362, -1.6528, 1.6386], [-3.5624, -0.0953, -0.6217], [2.8693, -0.6540, 0.0365], [-2.9051, 0.4403, -0.1795]],
  "max_force_ev_per_a": 2.6,
  "de_lowest_kcal_mol": 91.4,
  "total_charge": 0,
  "spin_multiplicity": 1
}

=====

{
  "formula": "C47H52I2LaN7P3S2",
  "method": "ωB97M-V/def2-TZVPD",
  "elements": ["La", "S", "P", "C", "P", "S", "C", "C", "C", "C", "C", "C", "C", "C", "C", "C", "C", "C", "C", "C", "C", "C", "C", "C", "C", "C", "C", "C", "C", "C", "H", "H", "H", "H", "H", "H", "H", "H", "H", "H", "H", "H", "H", "H", "H", "H", "H", "H", "H", "H", "I", "C", "I", "H", "H", "C", "C", "C", "C", "C", "C", "N", "N", "C", "C", "C", "C", "C", "C", "H", "H", "H", "H", "H", "H", "H", "H", "H", "N", "H", "H", "H", "C", "N", "C", "N", "C", "N", "C", "P", "C", "C", "H", "H", "H", "H", "H", "H", "H", "H", "H", "H", "H", "H", "H", "C", "C", "C", "N", "H", "H", "H", "H", "H"],
  "positions_angstrom": [[-0.1221, -0.8310, 0.8309], [-1.8402, 1.4883, 0.0519], [-1.8758, 0.3504, -1.7096], [-1.0090, -1.0467, -1.5944], [-0.8228, -2.7124, -1.7658], [-0.8116, -3.5490, 0.1149], [0.8690, -2.9430, -2.5296], [1.9451, -3.4143, -1.7867], [3.1612, -3.6976, -2.4147], [3.3797, -3.4932, -3.7776], [2.2845, -3.0249, -4.4915], [1.0383, -2.7918, -3.9212], [-1.9864, -3.6071, -2.8510], [-2.5057, -2.9409, -3.9531], [-3.2944, -3.5713, -4.9182], [-3.7140, -4.8696, -4.6440], [-3.3136, -5.5388, -3.4888], [-2.4034, -4.8969, -2.6039], [-3.5473, 0.0611, -2.3008], [-4.2176, -1.0468, -1.7657], [-5.4615, -1.4439, -2.2777], [-6.0670, -0.7584, -3.3842], [-5.3610, 0.3775, -3.9097], [-4.1817, 0.7588, -3.3275], [-1.1671, 1.4660, -3.0211], [-0.4947, 0.8023, -4.1162], [0.0569, 1.5311, -5.1173], [-0.0374, 2.8944, -5.1597], [-0.7386, 3.5645, -4.1346], [-1.2307, 2.8567, -3.0874], [1.7848, -3.5318, -0.6996], [4.0387, -3.8842, -1.8176], [4.3108, -3.7121, -4.2773], [2.4283, -2.9959, -5.5770], [0.3386, -2.3545, -4.5717], [-2.3213, -1.8947, -4.1594], [-3.4984, -2.9532, -5.7776], [-4.3166, -5.4337, -5.2897], [-3.5721, -6.5493, -3.3311], [-1.9946, -5.3948, -1.7508], [-3.8629, -1.6203, -0.9740], [-6.0136, -2.2263, -1.8342], [-7.0522, -1.0235, -3.8229], [-5.7776, 0.8940, -4.7443], [-3.6933, 1.6373, -3.7519], [-0.3180, -0.2916, -3.9105], [0.6994, 1.1254, -5.8900], [0.5517, 3.4570, -5.9551], [-0.7934, 4.6193, -4.0338], [-1.7700, 3.4540, -2.3379], [-1.3020, 0.1383, 6.9055], [0.6117, 0.8070, 6.2995], [1.0034, 2.8220, 6.7090], [0.6758, 0.4497, 5.2677], [1.2762, 0.1647, 6.9094], [1.7986, -3.1590, 6.4387], [3.1230, -3.0086, 5.8203], [3.2785, -2.4683, 4.5634], [2.1318, -1.9907, 3.9043], [0.8420, -2.2305, 4.4678], [0.6728, -2.7921, 5.7327], [2.2414, -1.3388, 2.6420], [3.3509, -0.8436, 2.3700], [3.4063, -0.3076, 1.0643], [4.7021, 0.1017, 0.7208], [4.9990, 0.6060, -0.5149], [3.9165, 0.7345, -1.3947], [2.5936, 0.3659, -1.0151], [2.2450, -0.1006, 0.2489], [1.7473, -3.4506, 7.4781], [4.0352, -3.2616, 6.3463], [4.2525, -2.3148, 4.0908], [0.0903, -1.9053, 3.8287], [-0.2705, -2.9237, 6.1961], [5.4889, -0.0411, 1.4866], [6.0044, 0.8147, -0.7884], [3.9992, 1.1712, -2.4005], [1.8330, 0.5118, -1.7749], [-1.7655, 5.0925, 1.3957], [-1.9909, 5.8158, 0.6959], [-2.4594, 5.0876, 2.1211], [-1.8124, 4.2700, 0.8614], [3.2623, 3.2197, 0.9876], [3.2474, 3.0407, 2.5303], [3.4653, 4.4542, 3.0966], [2.4583, 5.3181, 2.7502], [2.4762, 5.4655, 1.2773], [2.3198, 4.1772, 0.6250], [0.9664, 3.6958, 0.7000], [0.4390, 3.4626, 2.4739], [1.9178, 2.4056, 2.9460], [1.1105, 5.0244, 3.2281], [3.0797, 2.2350, 0.6147], [4.2662, 3.5389, 0.7074], [3.9538, 2.4535, 2.9692], [4.4219, 4.7539, 2.6396], [3.5148, 4.3878, 4.1693], [3.3684, 6.0111, 0.8908], [1.6597, 6.0832, 0.8628], [0.9319, 2.7509, 0.2005], [0.2705, 4.4448, 0.2108], [1.8846, 1.4228, 2.4098], [2.0240, 2.1719, 4.0215], [1.0797, 5.0249, 4.3719], [0.4700, 5.8434, 2.7914], [-4.5595, -3.0904, 1.5689], [-4.7210, -1.6641, 2.1165], [-3.4086, -1.1313, 2.5424], [-2.3299, -0.7682, 2.6465], [-5.5130, -3.4612, 1.4192], [-4.0056, -3.6622, 2.2826], [-3.9926, -3.0489, 0.6578], [-5.4212, -1.6454, 2.8741], [-5.0549, -1.0252, 1.3023]],
  "max_force_ev_per_a": 3.8,
  "de_lowest_kcal_mol": 38.4,
  "total_charge": 1,
  "spin_multiplicity": 1
}

=====

{
  "formula": "C8H11BrN5",
  "method": "ωB97M-V/def2-TZVPD",
  "elements": ["C", "C", "C", "C", "C", "C", "C", "C", "N", "N", "N", "N", "N", "Br", "H", "H", "H", "H", "H", "H", "H", "H", "H", "H", "H"],
  "positions_angstrom": [[-4.2916, 1.4711, 1.2462], [-3.4838, 0.4278, 1.8485], [-3.9175, 1.8349, -0.0698], [-2.3566, -0.0132, 1.2139], [-2.7866, 1.3755, -0.6711], [-1.8617, 0.4783, -0.0072], [3.4515, -0.3303, -0.8999], [1.5279, -2.4661, -0.2323], [-0.0254, -0.8357, -0.2420], [-0.5838, 0.3212, -0.3910], [2.1612, -0.0568, -0.6774], [1.2854, -1.0179, -0.2910], [4.2653, 0.4600, -1.6148], [6.6599, 0.2354, 0.5309], [-5.2566, 1.7477, 1.7565], [-3.7609, 0.0991, 2.8542], [-4.4409, 2.6203, -0.4841], [-1.7184, -0.5754, 1.7882], [-2.4987, 1.9625, -1.5204], [4.0674, -1.2328, -0.5058], [0.9206, -2.7383, 0.5424], [1.3037, -2.9387, -1.2590], [2.4938, -2.7177, 0.0930], [3.6868, 1.2536, -1.8921], [5.1590, 0.6355, -1.1159]],
  "max_force_ev_per_a": 4.2,
  "de_lowest_kcal_mol": 29.6,
  "total_charge": -1,
  "spin_multiplicity": 1
}

=====

{
  "formula": "CH3IN4",
  "method": "ωB97M-V/def2-TZVPD",
  "elements": ["C", "N", "N", "N", "N", "I", "H", "H", "H"],
  "positions_angstrom": [[-0.7955, -0.1151, -0.7114], [-0.3671, -1.3408, -0.2953], [0.6822, -1.3515, 0.3730], [0.6038, 0.9006, -0.0761], [1.2279, -0.1719, 0.5293], [-2.7271, 0.4704, 0.0846], [-0.7911, 0.0847, -1.7730], [0.2592, 1.5782, 0.6041], [1.9076, -0.0546, 1.2647]],
  "max_force_ev_per_a": 3.6,
  "de_lowest_kcal_mol": 55.0,
  "total_charge": 0,
  "spin_multiplicity": 1
}

=====

{
  "formula": "C4H5NO",
  "method": "ωB97M-V/def2-TZVPD",
  "elements": ["O", "C", "C", "N", "C", "C", "H", "H", "H", "H", "H"],
  "positions_angstrom": [[-1.9463, 0.6879, 0.2025], [-0.6575, 0.2594, -0.0004], [-0.1359, 0.6383, -1.3332], [0.9955, 0.2290, -1.7392], [0.9116, -1.0696, 1.6128], [0.0799, -0.4243, 0.8448], [-2.1896, 0.5087, 1.1199], [-0.8183, 1.2778, -1.9078], [1.1877, 0.5863, -2.6741], [1.0284, -2.1501, 1.5501], [1.5446, -0.5433, 2.3247]],
  "max_force_ev_per_a": 0.5,
  "de_lowest_kcal_mol": 55.7,
  "smiles": "[H]/N=C/C(O)=C=C",
  "total_charge": 0,
  "spin_multiplicity": 1
}

=====

Which formula does entry 3 have? C47H52I2LaN7P3S2